(1)
Formula: C19H27HgN9PS
Source: OMol25
Level of theory: ωB97M-V/def2-TZVPD

Each line ends with the Löwdin charge.
Atoms and positions in Å:
Hg (0.086, 0.041, -0.469)  0.822
N (-1.860, -4.050, -2.205)  0.077
C (-2.666, -3.904, -1.117)  -0.079
C (-2.270, -2.747, -0.514)  -0.173
N (-1.242, -2.201, -1.220)  -0.049
C (-1.019, -3.004, -2.234)  -0.198
H (-1.898, -4.811, -2.867)  0.170
H (-3.429, -4.610, -0.860)  0.120
H (-2.660, -2.276, 0.365)  0.086
H (-0.276, -2.857, -2.991)  0.124
N (-0.048, 2.933, -3.146)  0.114
C (-1.046, 3.005, -2.256)  -0.691
N (-1.397, 2.039, -1.460)  -0.012
C (-2.492, 2.358, -0.698)  -0.351
C (-3.177, 1.496, 0.148)  -0.061
C (-4.328, 1.949, 0.764)  -0.088
C (-4.780, 3.251, 0.571)  -0.078
C (-4.099, 4.129, -0.253)  -0.075
C (-2.965, 3.668, -0.893)  -0.461
S (-1.974, 4.489, -2.078)  1.114
H (0.331, 2.027, -3.375)  0.105
H (0.054, 3.665, -3.829)  0.107
H (-2.817, 0.481, 0.272)  0.063
H (-4.906, 1.277, 1.379)  0.103
H (-5.695, 3.575, 1.041)  0.110
H (-4.452, 5.132, -0.430)  0.117
C (-0.943, -0.810, 5.844)  -0.106
N (-1.018, 0.681, 5.501)  -0.074
C (0.372, 1.280, 5.722)  -0.108
N (1.350, 0.571, 4.992)  -0.158
C (1.373, -0.829, 5.379)  -0.143
N (0.084, -1.447, 5.116)  -0.159
C (-0.198, -1.588, 3.705)  -0.312
P (-0.316, 0.070, 2.822)  0.980
C (-1.455, 0.877, 4.100)  -0.267
C (1.270, 0.760, 3.560)  -0.317
H (-1.914, -1.257, 5.609)  0.151
H (-0.743, -0.890, 6.917)  0.154
H (-1.685, 1.136, 6.133)  0.192
H (0.589, 1.217, 6.793)  0.155
H (0.338, 2.326, 5.407)  0.151
H (1.600, -0.904, 6.445)  0.148
H (2.148, -1.348, 4.819)  0.144
H (-1.133, -2.142, 3.569)  0.098
H (0.602, -2.171, 3.241)  0.101
H (-2.460, 0.461, 3.977)  0.103
H (-1.502, 1.951, 3.881)  0.107
H (1.340, 1.827, 3.323)  0.099
H (2.119, 0.257, 3.089)  0.099
N (3.738, 1.134, -1.006)  -0.023
C (4.938, 0.605, -1.303)  -0.079
C (4.737, -0.732, -1.559)  -0.054
C (3.364, -0.923, -1.401)  -0.183
N (2.774, 0.213, -1.066)  -0.094
H (3.528, 2.096, -0.786)  0.159
H (5.833, 1.191, -1.333)  0.123
H (5.467, -1.471, -1.806)  0.102
H (2.787, -1.820, -1.514)  0.093

Frontier orbital gap (spin up / spin down) = 7.973 / 6.114 eV
Multiplicity = 2
HOMO level (spin up / spin down) = -12.66 / -12.84 eV
Charge = +2
E_LUMO (spin up / spin down) = -4.687 / -6.727 eV
⟨S²⟩ = 0.75
E = -2125.45187 hartree
Energy relative to the best compared isomer or geometry (same formula, charge and spin) = 13.9 kcal per mole

(2)
Formula: C21H42Ca2F18O21P3
Source: OMol25
Level of theory: ωB97M-V/def2-TZVPD

Each line ends with the Löwdin charge.
Atoms and positions in Å:
Ca (-11.905, -0.615, -3.514)  1.626
Ca (-4.233, 1.412, -3.102)  1.630
P (-8.114, 0.794, -2.964)  0.257
F (-7.659, -0.583, -2.205)  -0.148
F (-7.786, 0.191, -4.429)  -0.132
F (-9.615, 0.233, -3.214)  -0.197
F (-8.458, 2.247, -3.692)  -0.145
F (-8.511, 1.420, -1.522)  -0.116
F (-6.596, 1.271, -2.764)  -0.214
P (-3.565, 4.301, -2.315)  0.173
F (-4.923, 3.432, -2.501)  -0.265
F (-4.227, 5.485, -3.184)  -0.112
F (-4.004, 5.088, -0.975)  -0.123
F (-2.057, 4.863, -2.129)  -0.117
F (-3.147, 3.019, -1.442)  -0.186
F (-3.042, 3.495, -3.622)  -0.200
P (-10.942, -3.349, -4.503)  0.189
F (-9.698, -4.180, -3.932)  -0.131
F (-11.791, -4.743, -4.496)  -0.134
F (-11.323, -2.887, -2.967)  -0.227
F (-12.214, -2.481, -4.904)  -0.198
F (-10.080, -1.978, -4.515)  -0.205
F (-10.484, -3.759, -6.037)  -0.151
C (-14.046, 3.632, -4.129)  -0.020
O (-12.879, 3.838, -3.348)  0.013
C (-12.204, 2.765, -2.925)  -0.487
O (-12.547, 1.575, -3.085)  -0.044
O (-11.181, 3.150, -2.118)  0.007
C (-10.429, 4.351, -2.333)  -0.045
H (-13.695, 3.266, -5.094)  0.092
H (-14.425, 4.615, -4.408)  0.105
H (-14.829, 2.973, -3.753)  0.108
H (-10.850, 5.226, -1.837)  0.099
H (-10.565, 4.606, -3.384)  0.088
H (-9.346, 4.253, -2.259)  0.089
C (-5.593, 0.517, -7.017)  -0.019
O (-6.262, 1.778, -6.970)  0.012
C (-5.978, 2.604, -5.954)  -0.476
O (-5.280, 2.335, -4.937)  -0.074
O (-6.648, 3.752, -6.190)  0.012
C (-6.617, 4.786, -5.197)  -0.017
H (-5.701, -0.063, -6.101)  0.078
H (-4.551, 0.806, -7.157)  0.103
H (-5.883, -0.029, -7.914)  0.104
H (-6.981, 4.494, -4.212)  0.091
H (-7.181, 5.630, -5.595)  0.104
H (-5.575, 5.080, -5.070)  0.087
C (-9.168, -1.116, 0.458)  -0.031
O (-10.176, -0.199, 0.753)  0.007
C (-11.121, 0.092, -0.150)  -0.473
O (-11.305, -0.440, -1.268)  -0.046
O (-11.812, 1.146, 0.337)  -0.011
C (-12.077, 1.362, 1.728)  -0.011
H (-8.959, -1.023, -0.607)  0.067
H (-9.386, -2.133, 0.785)  0.114
H (-8.190, -0.823, 0.840)  0.095
H (-12.422, 2.395, 1.770)  0.099
H (-11.147, 1.272, 2.290)  0.097
H (-12.877, 0.724, 2.103)  0.103
C (-9.256, -0.249, -7.234)  0.023
O (-9.807, 1.088, -7.011)  0.009
C (-10.756, 1.266, -6.097)  -0.518
O (-11.372, 0.325, -5.535)  -0.071
O (-11.079, 2.547, -5.951)  0.002
C (-10.389, 3.727, -6.487)  0.032
H (-8.639, -0.115, -8.122)  0.096
H (-10.122, -0.866, -7.477)  0.106
H (-8.641, -0.607, -6.409)  0.078
H (-11.169, 4.487, -6.541)  0.099
H (-9.964, 3.598, -7.483)  0.104
H (-9.646, 4.033, -5.750)  0.082
C (-2.979, -3.718, -1.875)  -0.058
O (-3.354, -2.497, -2.425)  -0.017
C (-4.547, -2.098, -2.952)  -0.553
O (-4.759, -0.942, -3.293)  -0.012
O (-5.316, -3.131, -3.215)  0.014
C (-6.565, -3.045, -3.982)  0.038
H (-2.207, -3.491, -1.140)  0.108
H (-2.581, -4.437, -2.591)  0.101
H (-3.823, -4.302, -1.507)  0.101
H (-6.366, -2.345, -4.793)  0.088
H (-7.386, -2.813, -3.303)  0.090
H (-6.651, -4.001, -4.498)  0.106
C (-5.452, 3.130, 0.815)  0.023
O (-5.174, 1.731, 1.214)  0.016
C (-5.111, 0.771, 0.264)  -0.517
O (-4.809, 0.946, -0.903)  -0.020
O (-5.371, -0.360, 0.922)  0.030
C (-5.186, -1.602, 0.326)  -0.040
H (-6.097, 3.231, -0.058)  0.090
H (-4.488, 3.552, 0.529)  0.072
H (-5.815, 3.599, 1.729)  0.106
H (-5.303, -2.540, 0.868)  0.115
H (-4.230, -1.694, -0.190)  0.089
H (-5.917, -1.597, -0.483)  0.087
C (-9.174, 4.650, 0.540)  -0.069
O (-8.041, 5.416, 0.652)  0.043
C (-7.733, 6.320, -0.215)  -0.556
O (-8.442, 6.708, -1.146)  0.099
O (-6.492, 6.830, 0.043)  -0.019
C (-6.111, 8.000, -0.556)  -0.076
H (-10.009, 5.100, 0.003)  0.076
H (-9.620, 4.531, 1.528)  0.104
H (-9.077, 3.638, 0.149)  0.093
H (-5.134, 8.253, -0.143)  0.106
H (-6.799, 8.782, -0.236)  0.102
H (-6.135, 7.879, -1.639)  0.100

Frontier orbital gap = 10.480 eV
HOMO level = -12.68 eV
Charge = +1
E_LUMO = -2.197 eV
E = -6583.06084 hartree
Energy relative to the best compared isomer or geometry (same formula, charge and spin) = 67.7 kcal per mole

(3)
Formula: C43H40AsN3O9PbS2
Source: OMol25
Level of theory: ωB97M-V/def2-TZVPD

Each line ends with the Löwdin charge.
Atoms and positions in Å:
Pb (0.147, 0.582, -0.267)  1.447
C (-2.584, 4.171, 1.194)  -0.040
C (-1.433, 4.682, 0.378)  -0.187
C (-1.555, 5.886, -0.308)  -0.066
C (-0.520, 6.398, -1.075)  -0.116
C (0.663, 5.684, -1.174)  -0.081
C (0.822, 4.478, -0.503)  -0.216
C (2.112, 3.705, -0.628)  -0.063
C (-0.221, 3.969, 0.288)  -0.199
N (-0.023, 2.733, 0.933)  -0.027
C (-0.184, 2.674, 2.255)  -0.507
O (-0.321, 3.615, 3.049)  0.005
C (-0.100, 1.285, 2.851)  -0.197
C (-0.623, 1.055, 4.111)  -0.002
C (-0.450, -0.194, 4.676)  -0.048
C (0.325, -1.131, 4.018)  -0.011
C (0.843, -0.829, 2.766)  -0.167
N (0.564, 0.343, 2.173)  0.046
C (1.924, -1.756, 2.222)  -0.505
O (2.470, -2.458, 3.098)  -0.030
N (2.286, -1.586, 0.960)  0.087
C (3.396, -2.293, 0.488)  -0.208
C (4.440, -1.527, -0.076)  -0.221
C (4.301, -0.029, -0.143)  -0.058
C (5.606, -2.138, -0.514)  -0.090
C (5.770, -3.512, -0.431)  -0.131
C (4.727, -4.280, 0.061)  -0.086
C (3.544, -3.707, 0.518)  -0.207
C (2.469, -4.614, 1.049)  -0.057
H (-3.509, 4.674, 0.915)  0.078
H (-2.386, 4.330, 2.256)  0.075
H (-2.719, 3.102, 1.049)  0.049
H (-2.486, 6.437, -0.230)  0.099
H (-0.635, 7.345, -1.590)  0.084
H (1.482, 6.066, -1.776)  0.095
H (2.920, 4.347, -0.978)  0.069
H (1.991, 2.885, -1.344)  0.055
H (2.390, 3.261, 0.329)  0.074
H (-1.148, 1.853, 4.615)  0.114
H (-0.884, -0.420, 5.643)  0.100
H (0.575, -2.084, 4.461)  0.108
H (3.523, 0.256, -0.856)  0.053
H (5.238, 0.436, -0.451)  0.066
H (3.995, 0.371, 0.825)  0.079
H (6.408, -1.522, -0.912)  0.093
H (6.697, -3.975, -0.750)  0.080
H (4.829, -5.360, 0.105)  0.095
H (1.477, -4.221, 0.815)  0.072
H (2.534, -4.661, 2.134)  0.069
H (2.566, -5.618, 0.626)  0.067
O (-3.562, 2.107, -1.029)  -0.247
As (-3.480, 0.581, -0.173)  0.851
O (-4.651, 0.608, 0.966)  -0.483
O (-1.972, 0.261, 0.491)  -0.590
C (-3.920, -0.813, -1.474)  -0.210
C (-4.951, -1.662, -1.092)  -0.090
C (-5.351, -2.708, -1.910)  -0.095
C (-4.723, -2.914, -3.130)  -0.093
C (-3.698, -2.071, -3.528)  -0.093
C (-3.288, -1.029, -2.704)  -0.258
S (-2.196, 0.173, -3.463)  0.444
O (-1.595, -0.514, -4.600)  -0.351
O (-3.122, 1.236, -3.844)  -0.327
O (-1.217, 0.636, -2.477)  -0.509
H (-3.320, 2.013, -1.972)  0.008
H (-5.440, -1.465, -0.145)  0.093
H (-6.166, -3.352, -1.602)  0.093
H (-5.052, -3.714, -3.783)  0.095
H (-3.213, -2.182, -4.489)  0.103
O (-0.592, -2.047, -1.496)  -0.585
S (0.461, -2.854, -2.166)  0.951
C (-0.515, -3.998, -3.265)  -0.229
C (-0.510, -5.354, -2.636)  -0.286
C (0.404, -6.323, -3.042)  -0.045
C (0.434, -7.569, -2.434)  -0.096
C (-0.443, -7.858, -1.397)  -0.108
C (-1.345, -6.892, -0.972)  -0.085
C (-1.377, -5.649, -1.586)  -0.033
C (1.235, -1.753, -3.438)  -0.253
C (1.761, -2.466, -4.640)  -0.287
C (2.857, -3.323, -4.562)  -0.043
C (3.313, -3.987, -5.692)  -0.095
C (2.676, -3.812, -6.914)  -0.110
C (1.576, -2.966, -6.996)  -0.087
C (1.120, -2.298, -5.869)  -0.036
H (-0.071, -4.015, -4.256)  0.083
H (-1.503, -3.539, -3.283)  0.082
H (1.096, -6.091, -3.846)  0.108
H (1.146, -8.317, -2.763)  0.095
H (-0.422, -8.830, -0.919)  0.092
H (-2.022, -7.106, -0.153)  0.100
H (-2.075, -4.890, -1.247)  0.121
H (2.039, -1.275, -2.872)  0.092
H (0.463, -1.035, -3.700)  0.063
H (3.348, -3.472, -3.607)  0.119
H (4.171, -4.645, -5.620)  0.097
H (3.034, -4.329, -7.796)  0.091
H (1.068, -2.830, -7.944)  0.098
H (0.259, -1.640, -5.917)  0.107

Frontier orbital gap = 6.837 eV
HOMO level = -2.99 eV
Charge = -2
E_LUMO = 3.846 eV
E = -5729.23318 hartree

(4)
Formula: C5H8FN
Source: OMol25
Level of theory: ωB97M-V/def2-TZVPD

Each line ends with the Löwdin charge.
Atoms and positions in Å:
C (2.718, 1.603, 0.883)  0.057
C (1.850, 1.568, -0.085)  -0.241
C (-0.533, 0.306, -0.220)  -0.422
C (-2.048, 0.135, 0.060)  -0.036
C (0.115, -0.937, -0.838)  -0.005
N (-0.032, 1.330, 0.334)  0.161
F (1.909, 1.721, -1.385)  0.079
H (3.679, 1.593, 0.620)  0.025
H (2.306, 1.590, 1.841)  0.053
H (-2.491, -0.874, 0.046)  0.092
H (-2.493, 0.758, -0.623)  0.047
H (-2.134, 0.577, 0.970)  0.032
H (-0.522, -1.369, -1.477)  0.037
H (0.391, -1.493, -0.070)  0.039
H (1.060, -0.558, -1.278)  0.084

Frontier orbital gap = 10.044 eV
HOMO level = -9.04 eV
Charge = 0
E_LUMO = 1.002 eV
E = -349.78637 hartree
Energy relative to the best compared isomer or geometry (same formula, charge and spin) = 83.4 kcal per mole